Molecular formula: C27H57Br3N6O6
Method: DFT, ωB97M-V/def2-TZVPD

Structure (XYZ):
```
99
Properties=species:S:1:pos:R:3:lowdin_spin:R:1
C 0.565 -3.453 3.146 0.0003
Br -0.403 -4.513 4.590 0.0001
Br 0.638 -4.586 1.544 0.0002
Br 2.342 -2.857 3.926 0.0002
H -0.026 -2.573 2.893 0.0002
C -0.249 -0.581 -1.584 0.0005
C 0.583 0.208 -0.600 0.0254
C 1.908 0.264 -1.236 0.0021
C 2.850 1.270 -0.618 0.0008
C 2.334 2.183 0.473 0.0006
C 0.866 2.660 0.318 0.0170
N 0.074 1.554 -0.378 0.3560
O -1.306 1.726 -0.114 0.5522
C 0.320 3.060 1.704 0.0070
C 0.741 3.820 -0.625 0.0083
C 0.601 -0.449 0.851 0.0239
H -1.308 -0.734 -1.379 -0.0007
H 0.014 -1.626 -1.747 -0.0003
H -0.247 -0.057 -2.540 0.0000
H 2.350 -0.730 -1.306 -0.0003
H 1.695 0.577 -2.258 0.0007
H 3.213 1.892 -1.436 0.0002
H 3.716 0.683 -0.312 0.0001
H 2.714 3.192 0.312 0.0001
H 2.546 1.922 1.509 -0.0005
H 0.919 3.814 2.216 0.0002
H -0.622 3.608 1.735 0.0003
H 0.292 2.212 2.388 0.0003
H 0.888 4.803 -0.177 0.0008
H 1.450 3.686 -1.442 0.0007
H -0.208 3.866 -1.159 -0.0005
H 0.859 -1.497 0.704 0.0028
H -0.369 -0.411 1.347 0.0020
H 1.310 -0.002 1.549 0.0005
C -3.138 -4.199 -1.803 0.0019
C -4.403 -3.742 -1.042 0.0195
C -3.986 -2.576 -0.103 -0.0002
C -5.130 -1.812 0.457 0.0001
C -6.324 -1.406 -0.451 0.0004
C -6.670 -2.582 -1.388 0.0182
N -5.467 -3.266 -1.939 0.3014
O -5.836 -4.300 -2.980 0.6213
C -7.526 -3.400 -0.407 0.0162
C -7.531 -1.967 -2.484 -0.0002
C -4.837 -4.997 -0.179 0.0161
H -3.003 -3.436 -2.569 -0.0003
H -3.372 -5.129 -2.322 -0.0009
H -2.308 -4.202 -1.096 -0.0002
H -3.487 -2.920 0.804 -0.0004
H -3.357 -1.842 -0.606 0.0004
H -4.871 -0.888 0.975 0.0001
H -5.491 -2.334 1.343 0.0000
H -6.196 -0.449 -0.956 0.0001
H -6.957 -1.167 0.404 -0.0004
H -7.846 -4.263 -0.991 0.0021
H -7.054 -3.903 0.436 0.0004
H -8.384 -2.748 -0.241 0.0013
H -8.106 -2.767 -2.950 -0.0008
H -8.145 -1.208 -1.999 -0.0002
H -6.854 -1.446 -3.161 -0.0002
H -4.547 -4.861 0.863 0.0008
H -4.398 -5.920 -0.560 0.0020
H -5.866 -5.270 -0.415 0.0013
O 4.461 4.165 2.395 0.7290
C 5.139 3.174 2.464 0.0794
N 4.570 2.225 3.029 0.1270
C 6.426 2.951 1.675 0.0447
H 3.738 2.525 3.518 0.0009
H 4.744 1.282 2.712 0.0056
H 6.270 3.046 0.600 -0.0010
H 6.759 1.939 1.906 0.0079
H 7.309 3.525 1.956 -0.0009
O 2.014 6.889 3.547 0.0041
C 1.033 7.295 2.951 0.0004
N 0.665 6.438 2.036 0.0003
C 0.130 8.438 3.394 0.0003
H 1.328 5.683 1.935 -0.0001
H -0.234 6.369 1.581 0.0000
H 0.123 8.516 4.481 0.0000
H -0.861 8.393 2.942 0.0000
H 0.558 9.287 2.862 0.0000
O 5.261 -0.580 2.398 0.0012
C 5.196 -1.441 1.519 0.0001
N 4.065 -1.846 1.098 0.0000
C 6.423 -2.144 0.826 0.0001
H 4.024 -2.520 0.347 0.0000
H 3.202 -1.594 1.558 0.0000
H 7.149 -2.361 1.610 0.0000
H 7.028 -1.439 0.257 0.0000
H 6.246 -3.027 0.211 0.0000
O 2.955 -2.724 -5.203 0.0000
C 3.083 -1.593 -4.793 0.0000
N 4.056 -1.415 -3.982 0.0000
C 2.321 -0.378 -5.385 0.0000
H 4.106 -0.518 -3.520 0.0000
H 4.411 -2.222 -3.490 0.0000
H 1.872 -0.117 -4.427 0.0000
H 1.506 -0.523 -6.094 0.0000
H 2.965 0.372 -5.845 0.0000
```

Properties
total charge: +1
F_max: 0.120 hartree/bohr
⟨S²⟩: 3.7661
multiplicity: 4
E_HOMO (alpha / beta): -10.5 / -11.1 eV